# 1
{
  "formula": "C13H19IN5O2Tl",
  "method": "ωB97M-V/def2-TZVPD",
  "orbital_gap_ev": [3.24, 1.15],
  "charge": -2,
  "max_force_ev_per_a": 3.5,
  "lumo_ev": [4.4313, 3.3022],
  "mol_weight_g_mol": 608.615,
  "species": ["C", "I", "H", "H", "H", "C", "C", "N", "C", "N", "H", "H", "C", "C", "N", "H", "N", "H", "Tl", "C", "O", "C", "C", "H", "H", "H", "C", "H", "H", "H", "C", "H", "H", "H", "C", "H", "H", "H", "O", "C", "N"],
  "positions_angstrom": [[-1.4163, 0.3017, -3.2401], [0.2048, 1.0895, -4.1789], [-2.1407, 0.0054, -4.0070], [-1.1318, -0.5699, -2.6309], [-1.8416, 1.0758, -2.5991], [0.6295, 3.5887, 2.0002], [-0.5250, 3.9235, 1.3947], [-0.8821, 2.8590, 0.5842], [0.0491, 1.8498, 0.6445], [0.9496, 2.3130, 1.5759], [1.2247, 4.1134, 2.7222], [-1.1364, 4.7976, 1.4984], [2.1823, -3.2062, -1.3811], [0.4887, -1.9034, -0.5620], [1.8185, -1.9501, -0.9036], [0.9370, -5.0108, -1.5883], [0.0603, -3.1922, -0.7854], [3.1903, -3.4190, -1.7060], [-0.3852, -0.2809, 0.6064], [-3.9240, -1.0783, 0.8702], [-3.8929, -0.9752, -0.2750], [1.0795, -3.9806, -1.3194], [-1.2842, -3.6586, -0.5441], [-1.2824, -4.7537, -0.4780], [-1.9738, -3.3613, -1.3509], [-1.6772, -3.2461, 0.3964], [2.7452, -0.8481, -0.7611], [3.5966, -1.0193, -1.4372], [3.1346, -0.7742, 0.2716], [2.2611, 0.1103, -1.0193], [2.1366, 1.6144, 2.0254], [3.0364, 2.1897, 1.7530], [2.1999, 0.6175, 1.5604], [2.1101, 1.4878, 3.1196], [-2.1131, 2.7942, -0.1741], [-1.9401, 2.8401, -1.2612], [-2.7440, 3.6410, 0.1213], [-2.6555, 1.8588, 0.0451], [-0.0515, 0.9061, 4.4626], [-0.3632, 0.0478, 3.6820], [-0.6740, -0.7970, 2.8684]],
  "atomic_forces_ev_per_a": [[-1.4, -0.8, 0.8], [1.5, 0.6, -0.8], [0.1, 0.1, 0.3], [-0.1, 0.4, -0.2], [0.0, -0.3, -0.1], [-0.2, -0.3, 0.2], [0.0, -0.3, 0.0], [-0.1, -0.1, -0.2], [1.5, 1.7, -0.1], [0.1, 0.3, 0.0], [0.0, 0.1, 0.1], [-0.1, 0.1, -0.1], [-0.1, 0.4, 0.2], [0.7, 0.5, -0.1], [1.6, -0.2, -0.9], [0.0, -0.1, 0.0], [-0.5, -1.2, 0.0], [-0.2, -0.1, 0.0], [-3.2, -0.9, -1.0], [0.2, 0.3, -2.5], [-0.4, -0.3, 2.4], [0.0, 0.4, 0.3], [0.0, 0.1, -0.1], [0.0, 0.2, 0.0], [0.1, 0.0, 0.1], [0.2, -0.1, -0.2], [-0.1, -0.2, -0.2], [-0.3, 0.2, 0.2], [-0.2, -0.1, -0.2], [0.1, -0.4, 0.0], [0.2, 0.0, 0.1], [-0.2, -0.2, 0.0], [-0.2, 0.5, 0.2], [-0.1, 0.0, -0.4], [-0.1, 0.1, -0.2], [0.0, 0.0, 0.4], [0.2, -0.1, -0.1], [0.4, 0.0, 0.1], [0.2, 0.6, 0.5], [-0.6, -2.0, -1.6], [0.8, 1.0, 3.0]],
  "lowdin_charge": [-0.75, -0.10, -0.01, -0.04, -0.04, -0.08, -0.08, -0.16, -0.31, -0.16, 0.10, 0.10, -0.10, -0.36, -0.19, 0.09, -0.18, 0.10, 0.60, -0.03, -0.08, -0.10, -0.07, 0.08, 0.08, 0.07, -0.08, 0.08, 0.07, 0.07, -0.06, 0.09, 0.04, 0.08, -0.08, 0.08, 0.08, 0.05, -0.06, -0.65, -0.09]
}


# 2
{
  "formula": "C13H19N3O5S",
  "method": "ωB97M-V/def2-TZVPD",
  "orbital_gap_ev": 8.45,
  "max_force_ev_per_a": 17.7,
  "lumo_ev": -0.7591,
  "smiles": "CC(C)C[C@H](NC(=O)Nc1ccc(S(N)(=O)=O)cc1)C(=O)O",
  "de_lowest_kj_mol": 1032.5,
  "mol_weight_g_mol": 329.378,
  "species": ["C", "C", "C", "C", "C", "N", "C", "O", "N", "C", "C", "C", "C", "S", "N", "O", "O", "C", "C", "C", "O", "O", "H", "H", "H", "H", "H", "H", "H", "H", "H", "H", "H", "H", "H", "H", "H", "H", "H", "H", "H"],
  "positions_angstrom": [[2.7088, 1.0636, -4.1685], [2.6632, 0.4495, -2.9469], [3.9597, -0.6032, -2.8570], [1.3933, -0.6745, -3.0529], [-0.1336, -0.0868, -3.2109], [-0.3056, 0.8213, -2.0269], [-0.5037, 0.2856, -0.6997], [-0.9587, -1.1385, -0.7722], [-0.7069, 1.0508, 0.3284], [-1.0012, 0.4984, 1.5978], [-0.9743, 1.6415, 2.6797], [-1.4381, 1.3080, 3.8759], [-2.0617, 0.0984, 4.2815], [-2.3525, -0.4417, 5.8496], [-0.7575, -0.6556, 6.6282], [-3.5091, -1.2392, 5.8426], [-2.8405, 0.9580, 6.6167], [-1.8838, -1.0676, 3.2704], [-1.5037, -0.6032, 1.9430], [-1.0429, -0.9938, -3.2746], [-1.1379, -2.2618, -3.6375], [-2.3901, -0.2962, -3.0869], [1.8024, 1.8250, -4.1708], [3.4553, 1.7362, -4.0448], [2.7516, 0.5772, -5.0747], [2.5591, 0.7519, -1.9881], [3.9859, -1.3224, -1.9762], [3.9359, -1.1268, -3.7490], [4.6763, 0.1339, -2.8119], [1.4103, -1.3274, -4.0426], [1.3372, -1.5358, -2.3935], [0.0394, 0.7713, -3.9299], [0.0653, 1.6853, -1.8321], [-0.4631, 2.0277, 0.1780], [-0.9437, 2.6281, 2.2794], [-1.5161, 2.0854, 4.6876], [-0.8193, -0.1762, 7.3201], [-0.8211, -1.7915, 6.7810], [-2.2943, -2.0209, 3.5656], [-1.4607, -1.6539, 1.1430], [-2.9237, -1.3802, -3.1207]],
  "atomic_forces_ev_per_a": [[-3.6, 6.0, -0.8], [-1.7, -11.7, 1.3], [-3.3, 0.8, 2.3], [-1.1, -0.8, -3.0], [12.2, 8.9, 2.9], [-1.7, -3.1, 4.9], [-4.1, -9.1, -6.7], [3.3, 7.3, 0.6], [0.8, -0.2, 0.7], [1.6, 10.4, 1.8], [-0.6, -3.9, -4.0], [-1.5, 1.6, 4.1], [3.5, -5.0, -5.7], [-1.7, 11.2, 5.4], [-1.9, -12.3, -12.6], [-0.2, -3.9, -0.1], [3.0, -4.9, -2.6], [-1.1, 6.5, 1.7], [-1.9, -12.5, 0.2], [-12.7, -10.4, -2.4], [1.5, 6.9, 1.9], [0.7, -7.4, -0.7], [1.3, -1.3, -0.7], [2.9, 2.4, -0.8], [0.1, -1.6, -1.5], [-0.2, 2.6, 2.4], [-0.2, 1.2, -1.0], [0.4, -1.1, -1.7], [2.6, 0.9, 0.1], [0.8, 1.6, 1.3], [0.2, 0.5, 1.0], [-1.1, -1.8, -0.4], [1.5, 2.6, -1.5], [-0.3, -0.2, 0.9], [0.7, 0.7, 0.3], [0.1, -0.6, -1.0], [-1.2, 7.1, 11.4], [0.9, 3.7, 0.2], [0.2, -0.3, -0.6], [-0.2, 3.9, 2.0], [1.9, 5.0, 0.1]],
  "lowdin_charge": [-0.13, -0.35, -0.02, -0.05, -0.27, 0.11, -0.26, -0.14, 0.14, -0.20, 0.03, -0.11, -0.30, 0.74, -0.01, -0.27, -0.44, 0.06, -0.07, -0.42, 0.02, -0.08, 0.13, 0.06, 0.09, 0.09, 0.10, 0.04, 0.03, 0.15, 0.10, 0.18, 0.09, 0.17, 0.10, 0.13, -0.11, 0.16, 0.09, 0.20, 0.25]
}


# 3
{
  "formula": "C13H19NO3",
  "method": "ωB97M-V/def2-TZVPD",
  "orbital_gap_ev": 9.92,
  "max_force_ev_per_a": 5.0,
  "lumo_ev": 0.7922,
  "smiles": "C=CCN1C(=O)CC[C@@]12CCCC21OCCO1",
  "de_lowest_kj_mol": 341.7,
  "mol_weight_g_mol": 237.299,
  "species": ["C", "C", "C", "N", "C", "O", "C", "C", "C", "C", "C", "C", "C", "O", "C", "C", "O", "H", "H", "H", "H", "H", "H", "H", "H", "H", "H", "H", "H", "H", "H", "H", "H", "H", "H", "H"],
  "positions_angstrom": [[-2.9877, -2.1179, 2.4824], [-2.5458, -1.6716, 1.1995], [-1.7303, -0.3846, 1.1688], [-0.3448, -0.6683, 0.8438], [0.5845, -0.6112, 1.8622], [0.4644, -0.4343, 3.0384], [1.9617, -1.0230, 1.2785], [1.6375, -1.3210, -0.1673], [0.3173, -0.5846, -0.5475], [-0.4155, -1.1007, -1.7703], [0.3492, -0.3634, -2.9471], [0.6998, 1.0083, -2.3879], [0.6538, 0.8780, -0.9258], [-0.5610, 1.6715, -0.6387], [-0.2934, 2.8247, 0.1318], [1.1280, 2.7062, 0.6187], [1.6776, 1.5879, -0.1943], [-2.8652, -1.5250, 3.4110], [-3.1410, -3.1639, 2.5947], [-2.4944, -2.3796, 0.3416], [-1.7670, 0.1500, 2.1868], [-2.1043, 0.2427, 0.3889], [2.4919, -1.8865, 1.6040], [2.6895, -0.2791, 1.3042], [1.5906, -2.3586, -0.3188], [2.5034, -1.1148, -0.8048], [-1.4992, -0.8379, -1.8443], [-0.4095, -2.1636, -1.9567], [-0.2593, -0.1294, -3.8157], [1.2080, -0.9678, -3.3016], [1.6800, 1.2812, -2.7002], [0.0304, 1.7895, -2.6874], [-0.1855, 3.7876, -0.5488], [-0.9619, 3.0970, 0.9809], [1.1697, 2.5061, 1.6832], [1.7284, 3.5559, 0.4377]],
  "atomic_forces_ev_per_a": [[2.2, 1.5, -3.8], [-0.2, -1.4, 4.8], [-0.7, 0.1, 0.4], [0.7, 0.6, -0.4], [2.4, -2.0, -1.3], [-1.4, 0.7, 1.2], [-1.5, -0.2, -1.7], [0.7, 0.9, -1.4], [0.8, -0.3, 2.6], [-0.6, 0.7, -1.6], [-0.7, -0.3, 0.0], [1.8, -1.1, -1.1], [-1.8, 3.2, 2.4], [-0.6, 0.1, 1.5], [1.1, 2.7, -1.5], [0.0, -2.6, -0.3], [-0.5, -0.3, 0.2], [-0.1, -0.2, -0.9], [-0.9, -0.6, 0.1], [-0.2, 0.7, 0.7], [0.0, -0.8, -1.6], [-0.3, 0.8, -0.3], [-0.3, -0.8, 1.4], [0.8, 1.8, 0.4], [-1.0, -1.6, -0.1], [-0.2, 0.8, -0.2], [0.8, 0.2, 0.5], [0.3, -0.5, 0.5], [-0.3, -0.8, -0.2], [-0.3, 0.5, 0.4], [0.9, 0.4, -0.3], [-0.4, 0.2, -0.2], [-1.1, -1.8, 0.8], [-0.1, -0.8, -0.9], [0.2, -0.6, 0.2], [0.6, 0.9, -0.4]],
  "lowdin_charge": [0.02, -0.10, -0.19, 0.04, -0.44, 0.09, -0.06, -0.10, -0.25, -0.08, -0.13, -0.10, -0.38, -0.09, -0.17, -0.11, -0.03, 0.06, 0.02, 0.10, 0.15, 0.09, 0.11, 0.09, 0.10, 0.13, 0.13, 0.11, 0.11, 0.12, 0.12, 0.13, 0.15, 0.13, 0.12, 0.10]
}


What did the third record say?
{
  "formula": "C13H19NO3",
  "method": "ωB97M-V/def2-TZVPD",
  "orbital_gap_ev": 9.92,
  "max_force_ev_per_a": 5.0,
  "lumo_ev": 0.7922,
  "smiles": "C=CCN1C(=O)CC[C@@]12CCCC21OCCO1",
  "de_lowest_kj_mol": 341.7,
  "mol_weight_g_mol": 237.299,
  "species": ["C", "C", "C", "N", "C", "O", "C", "C", "C", "C", "C", "C", "C", "O", "C", "C", "O", "H", "H", "H", "H", "H", "H", "H", "H", "H", "H", "H", "H", "H", "H", "H", "H", "H", "H", "H"],
  "positions_angstrom": [[-2.9877, -2.1179, 2.4824], [-2.5458, -1.6716, 1.1995], [-1.7303, -0.3846, 1.1688], [-0.3448, -0.6683, 0.8438], [0.5845, -0.6112, 1.8622], [0.4644, -0.4343, 3.0384], [1.9617, -1.0230, 1.2785], [1.6375, -1.3210, -0.1673], [0.3173, -0.5846, -0.5475], [-0.4155, -1.1007, -1.7703], [0.3492, -0.3634, -2.9471], [0.6998, 1.0083, -2.3879], [0.6538, 0.8780, -0.9258], [-0.5610, 1.6715, -0.6387], [-0.2934, 2.8247, 0.1318], [1.1280, 2.7062, 0.6187], [1.6776, 1.5879, -0.1943], [-2.8652, -1.5250, 3.4110], [-3.1410, -3.1639, 2.5947], [-2.4944, -2.3796, 0.3416], [-1.7670, 0.1500, 2.1868], [-2.1043, 0.2427, 0.3889], [2.4919, -1.8865, 1.6040], [2.6895, -0.2791, 1.3042], [1.5906, -2.3586, -0.3188], [2.5034, -1.1148, -0.8048], [-1.4992, -0.8379, -1.8443], [-0.4095, -2.1636, -1.9567], [-0.2593, -0.1294, -3.8157], [1.2080, -0.9678, -3.3016], [1.6800, 1.2812, -2.7002], [0.0304, 1.7895, -2.6874], [-0.1855, 3.7876, -0.5488], [-0.9619, 3.0970, 0.9809], [1.1697, 2.5061, 1.6832], [1.7284, 3.5559, 0.4377]],
  "atomic_forces_ev_per_a": [[2.2, 1.5, -3.8], [-0.2, -1.4, 4.8], [-0.7, 0.1, 0.4], [0.7, 0.6, -0.4], [2.4, -2.0, -1.3], [-1.4, 0.7, 1.2], [-1.5, -0.2, -1.7], [0.7, 0.9, -1.4], [0.8, -0.3, 2.6], [-0.6, 0.7, -1.6], [-0.7, -0.3, 0.0], [1.8, -1.1, -1.1], [-1.8, 3.2, 2.4], [-0.6, 0.1, 1.5], [1.1, 2.7, -1.5], [0.0, -2.6, -0.3], [-0.5, -0.3, 0.2], [-0.1, -0.2, -0.9], [-0.9, -0.6, 0.1], [-0.2, 0.7, 0.7], [0.0, -0.8, -1.6], [-0.3, 0.8, -0.3], [-0.3, -0.8, 1.4], [0.8, 1.8, 0.4], [-1.0, -1.6, -0.1], [-0.2, 0.8, -0.2], [0.8, 0.2, 0.5], [0.3, -0.5, 0.5], [-0.3, -0.8, -0.2], [-0.3, 0.5, 0.4], [0.9, 0.4, -0.3], [-0.4, 0.2, -0.2], [-1.1, -1.8, 0.8], [-0.1, -0.8, -0.9], [0.2, -0.6, 0.2], [0.6, 0.9, -0.4]],
  "lowdin_charge": [0.02, -0.10, -0.19, 0.04, -0.44, 0.09, -0.06, -0.10, -0.25, -0.08, -0.13, -0.10, -0.38, -0.09, -0.17, -0.11, -0.03, 0.06, 0.02, 0.10, 0.15, 0.09, 0.11, 0.09, 0.10, 0.13, 0.13, 0.11, 0.11, 0.12, 0.12, 0.13, 0.15, 0.13, 0.12, 0.10]
}